{"formula": "C2H5OS", "method": "ωB97M-V/def2-TZVPD", "elements": ["C", "S", "H", "H", "H", "O", "C", "H", "H"], "positions_angstrom": [[0.607, 1.843, -0.967], [0.298, 0.092, -0.615], [0.402, 2.080, -2.001], [0.004, 2.449, -0.322], [1.702, 2.104, -0.736], [-1.079, -2.375, 2.343], [-0.755, -2.138, 1.167], [-1.484, -1.902, 0.358], [0.304, -2.155, 0.774]], "atomic_forces_ev_per_a": [[1.87, -0.22, 0.52], [-0.05, -0.35, -0.06], [-0.04, 0.21, -0.33], [-0.42, 0.56, 0.27], [-1.37, -0.21, -0.44], [0.73, 0.48, -2.56], [-0.05, -0.35, 1.34], [0.06, -0.07, 0.57], [-0.74, -0.05, 0.69]], "mulliken_charge": [-0.7364, -0.6738, 0.1890, 0.1870, 0.1618, -0.5268, -0.0050, 0.2221, 0.1820], "charge": -1, "e_above_lowest_kcal_mol": 22.5, "e_lumo_ha": 0.1566}